DFT (the ωB97M-V functional and the def2-TZVPD basis) results for a 2-piece molecular cluster, C6H5Cl4N overall in a non-equilibrium geometry.

Cartesian coordinates (Å):
C 0.05 -0.14 -0.98
C 1.18 -0.81 -1.11
C 0.46 -0.39 1.47
C -0.39 0.21 0.42
C 1.90 -1.30 0.01
C 3.38 0.62 0.05
N 1.48 -1.18 1.29
Cl 3.00 -2.62 -0.19
Cl 2.60 1.79 1.07
Cl 4.82 -0.03 0.73
Cl 3.42 1.30 -1.53
H -0.58 0.39 -1.83
H 1.63 -0.91 -2.16
H -0.13 -0.40 2.36
H -0.60 1.31 0.48
H -1.49 -0.34 0.62

Values from the calculation:
- LUMO energy (alpha / beta) (eV) = -0.84 / -0.82
- electronic energy (eV) = -57879.0850
- HOMO-LUMO gap (alpha / beta) (Eh) = 0.2539 / 0.2685
- total charge = 0
- multiplicity = 1
- relative energy (zero: lowest compared OMol25 entry of this formula, charge and spin) (kcal per mole) = 0.7